The following is a quantum chemistry calculation of the molecule C20H22ClN3O3S2, from the OMol25 dataset.

The charge is 0. As for the SMILES: COc1ccc(NS(=O)(=O)c2sc3ccc(Cl)cc3c2C)cc1N1CCNCC1. Its total energy is -65902.0952 eV. As for the orbital gap: 7.58 eV.

Last column: Mulliken charge in e.
Geometry (Å):
Cl -7.68164 1.99745 -2.60421  -0.220
S 0.32492 2.24375 -2.22320  1.328
S -1.93314 3.39939 -0.73122  -0.372
O 1.34297 -3.56224 0.72995  -0.457
O 0.64683 1.24675 -3.19908  -0.651
O 0.82377 3.57288 -2.40152  -0.743
N 0.81025 1.78744 -0.69332  -0.197
N 3.85660 -0.82900 4.36260  -0.396
N 3.13184 -1.73364 1.70546  0.046
C -0.00309 -0.47996 -0.79544  -0.335
C -1.43484 2.35235 -2.01799  0.424
C 1.93694 0.02402 0.51989  -0.128
C 1.14960 -2.24252 0.39422  0.749
C 0.55033 -4.53758 0.10126  -1.022
C 4.28381 -0.88293 1.92181  -1.065
C -5.97403 3.28197 -0.96158  -0.642
C -4.99803 1.87950 -2.68212  -0.682
C 2.88530 -2.56545 2.86840  -0.577
C -3.72631 2.22561 -2.22084  0.594
C -2.45059 1.80215 -2.72878  0.421
C -6.09887 2.41183 -2.04770  0.195
C 2.07682 -1.30501 0.91581  1.090
C -3.60440 3.10328 -1.12539  -0.012
C 2.71297 -1.69308 4.12386  -0.800
C 4.13286 -0.02006 3.18781  -0.598
C -4.72500 3.63035 -0.49608  -0.457
C -2.29817 0.87357 -3.88274  -1.737
C 0.12684 -1.81246 -0.43001  -0.963
C 0.92095 0.43790 -0.33389  -0.533
H -5.11380 1.21094 -3.51980  0.485
H -2.80759 -0.06675 -3.67309  0.374
H -0.58615 -2.51876 -0.82291  0.407
H 1.83571 -1.05046 3.99844  0.319
H -1.24697 0.68095 -4.07430  0.385
H -6.86159 3.67805 -0.49480  0.415
H 1.52582 2.39650 -0.32843  0.250
H 4.46588 -0.27155 1.03837  0.497
H -0.50268 -4.45580 0.39199  0.369
H 3.74955 -3.22869 2.99920  0.280
H -4.61406 4.30291 0.33882  0.403
H 4.66962 -1.40198 4.57587  0.301
H 2.00176 -3.17588 2.70799  0.329
H 2.56214 -2.32236 5.00329  0.397
H 5.04233 0.55801 3.36477  0.392
H 0.63257 -4.48256 -0.98868  0.381
H 5.14833 -1.54746 2.05448  0.414
H 3.29479 0.67308 3.07177  0.318
H 0.94167 -5.49475 0.44401  0.260
H -0.79868 -0.17240 -1.45155  0.107
H -2.75026 1.31149 -4.77177  0.499
H 2.62610 0.77122 0.88041  0.157

The following is a quantum chemistry calculation of C47H53BiN5O6 as an isolated structure, from the OMol25 dataset.

The charge is +1. Its total energy is -75168.2649 eV. The relative energy (zero: lowest compared OMol25 entry of this formula, charge and spin) comes out at 13.3 kcal per mole. As for the orbital gap: 7.01 eV.

Last column: Mulliken charge in e.
Geometry (Å):
Bi -2.39354 -1.06606 -1.22737  1.481
O -2.48251 -0.49495 -3.25902  -0.869
O -1.75116 0.84936 -0.78400  -0.841
O -6.64413 3.11902 -6.19703  -0.609
O -4.60018 -0.10734 -1.37090  -0.627
O -5.06676 3.02712 -7.66410  -0.610
O 0.73288 -2.94313 1.01461  -0.663
N 3.58426 -4.50697 -3.53292  -0.569
N -0.92578 -0.80096 1.12490  -0.299
N -5.55597 2.75300 -6.58912  1.033
N 4.19562 -2.54331 -4.40026  0.018
N -0.27762 -1.65357 -2.02129  0.180
C 0.48082 -0.88563 -2.81090  -0.455
C 2.89959 -0.63223 2.58746  0.261
C -2.92204 3.50621 -0.10878  2.317
C 5.21646 -3.42058 -4.69575  0.735
C -2.18812 1.13613 0.50155  2.261
C 3.66842 -3.14052 0.12678  -1.949
C -4.53690 0.74873 -3.60041  0.605
C 4.81166 -4.64554 -4.14708  0.565
C -3.74745 1.50958 4.52651  1.982
C -2.87801 2.30404 0.84159  -0.690
C -3.17772 1.40259 3.11332  -0.774
C -4.76692 1.89987 -5.68966  -0.551
C 1.63772 -1.35737 -3.38820  -1.257
C 1.60218 1.78091 4.98089  -1.562
C 2.02103 -2.68182 -3.17076  1.333
C -4.54504 0.23869 4.84998  -1.717
C 0.22980 -0.73531 1.68444  -0.575
C 0.69497 0.37839 2.48896  -0.370
C -1.46670 3.92370 -0.38693  -1.601
C 3.25487 -3.25579 -3.70189  -0.119
C 5.62687 -5.77439 -4.27038  -0.823
C 7.21317 -4.38908 -5.48116  -0.432
C -1.85515 0.21898 1.49965  -1.656
C 1.17914 -1.91322 1.47207  1.266
C 2.43189 1.68050 3.69183  2.128
C 1.96783 0.45182 2.90688  -0.469
C -2.58831 1.65414 5.52291  -1.600
C -3.37006 2.38587 2.14533  0.150
C 3.91229 1.61893 4.07314  -2.398
C 3.18328 -4.13906 2.38125  -1.856
C 6.42382 -3.26514 -5.37329  -1.073
C 2.20072 2.93714 2.83703  -1.676
C 1.19856 -3.48290 -2.38242  -0.584
C -3.50569 1.46336 -6.09014  -0.519
C -2.76417 0.66926 -5.24975  -0.445
C -2.36934 0.32356 2.78011  0.003
C 2.58852 -1.74980 1.90913  -0.798
C -3.61667 3.18297 -1.43482  -1.452
C 4.99950 -2.46995 2.10700  -2.248
C 3.59803 -2.85995 1.63446  2.673
C -4.67618 2.71364 4.68520  -2.176
C -3.25195 0.29201 -3.98755  0.453
C 6.82078 -5.62766 -4.93783  -0.505
C -5.28557 1.54806 -4.47346  -0.496
C -5.13456 0.46684 -2.31948  -0.013
C 0.07434 -2.93053 -1.81612  -0.365
C -3.64819 4.70189 0.51182  -2.431
H 5.31772 -6.72255 -3.85258  0.450
H 2.75805 2.88127 1.90000  0.351
H -3.65598 5.52215 -0.20701  0.458
H 4.56074 1.57848 3.19572  0.444
H -1.44751 4.80979 -1.02458  0.451
H -4.66373 2.92066 -1.26059  0.389
H 2.53856 3.82027 3.38133  0.467
H -0.55884 -3.51319 -1.15848  0.337
H -0.95766 4.16917 0.54763  0.342
H 4.13427 0.76276 4.71289  0.441
H 5.04158 -2.32151 3.18761  0.477
H 3.91321 -0.51187 2.93488  0.707
H -4.98245 0.31557 5.84665  0.476
H -3.11843 2.36985 -1.95529  -0.089
H 2.22120 -0.68610 -4.00261  0.355
H -2.02125 2.56647 5.32534  0.301
H -3.59642 4.06299 -2.08094  0.569
H 4.17327 2.51910 4.62981  0.441
H -3.93021 3.26622 2.41537  0.740
H 3.10989 -3.95168 3.45425  0.411
H -3.13246 1.75631 -7.06117  0.514
H 1.73860 0.89507 5.60397  0.347
H 3.97375 -2.24508 -0.42195  0.421
H 5.35896 -1.56438 1.61345  0.413
H 7.47744 -6.47911 -5.05323  0.395
H -6.16783 0.81766 -2.18980  0.395
H -5.35466 0.09561 4.13221  0.379
H 0.00748 1.18824 2.68093  0.480
H 4.17882 -1.56337 -4.61756  0.167
H 6.72966 -2.31717 -5.79519  0.398
H -3.14933 5.05892 1.41416  0.458
H -4.14765 3.65768 4.54071  0.390
H 0.14156 0.13091 -2.95818  0.680
H -5.08814 2.72098 5.69488  0.441
H 5.68977 -3.27739 1.86197  0.425
H 1.46575 -4.51294 -2.19793  0.447
H -6.26793 1.90195 -4.18868  0.518
H 4.40135 -3.92487 -0.06959  0.536
H -2.97251 1.70696 6.54324  0.504
H -0.91043 3.12811 -0.88439  0.211
H 1.14513 3.07367 2.59556  0.325
H -2.09950 -0.42869 3.51142  0.676
H -3.91509 -0.65149 4.83230  0.300
H 8.16039 -4.32098 -5.99895  0.394
H -1.90216 0.80691 5.46730  0.352
H 2.70875 -3.47876 -0.25233  0.291
H -1.78932 0.30784 -5.54628  0.525
H 3.94067 -4.90920 2.22573  0.476
H 2.22819 -4.52066 2.02849  0.320
H 1.91787 2.65296 5.55582  0.498
H 0.53816 1.88389 4.76631  0.204
H -4.68572 4.46728 0.75687  0.452
H -5.51216 2.67177 3.98450  0.429

The following is a quantum chemistry calculation of the molecule C9H15B in a non-equilibrium geometry, from the OMol25 dataset.

The charge is 0. As for the SMILES: CCB(CC)C1C=CC=C1. Its total energy is -10250.0677 eV. The relative energy (zero: lowest compared OMol25 entry of this formula, charge and spin) comes out at 13.1 kcal per mole. As for the orbital gap: 8.81 eV.

Last column: Mulliken charge in e.
Geometry (Å):
C -0.11048 1.50759 -1.27262  -0.260
C -2.03923 -1.94938 1.88698  -0.565
C -0.42354 0.83592 -2.62524  -1.069
C -1.91031 0.28787 1.20877  -1.225
C -0.54404 -0.30918 0.95993  0.592
C 2.94678 0.60383 0.15524  -1.335
C -0.82803 -1.74719 1.29764  -0.407
C -2.75654 -0.68341 1.67142  -0.468
C 1.79111 -0.37340 -0.30514  -0.198
B 0.45577 0.36132 -0.23729  0.156
H -0.79634 1.52475 -3.50762  0.298
H -2.18061 1.21531 0.91909  0.484
H 2.86275 1.59404 -0.05712  0.377
H -1.01478 1.97034 -0.72775  0.159
H -0.11013 -2.58213 1.17172  0.270
H 3.84678 0.28381 -0.29902  0.407
H 2.13572 -0.67570 -1.26223  0.349
H -2.46304 -2.83289 2.38865  0.409
H 3.11740 0.42685 1.23498  0.331
H -3.71272 -0.67827 2.07748  0.441
H -1.35754 0.20045 -2.47038  0.285
H 1.85082 -1.27810 0.33105  0.204
H 0.38723 0.17562 -2.98335  0.266
H 0.71615 2.22649 -1.38760  0.266
H 0.13682 -0.10453 1.83241  0.233

The following is a quantum chemistry calculation of C15H44Ba2Fe2N2O17P2 as an isolated structure in a non-equilibrium geometry, from the OMol25 dataset.

The charge is +2. The multiplicity is 9. Its total energy is -142794.2714 eV. The relative energy (zero: lowest compared OMol25 entry of this formula, charge and spin) comes out at 0.0 kcal per mole. As for the orbital gap (alpha / beta): 5.99 / 5.85 eV.

Last column: Mulliken charge in e.
Geometry (Å):
Ba -0.36240 3.67834 -3.20659  1.787
Ba 2.83554 4.02459 -0.19489  2.030
Fe 2.39436 0.78686 -2.05227  0.606
Fe -1.23793 -0.18268 -1.07950  0.743
P 0.49077 1.72548 -0.41766  1.067
P 2.73308 2.64248 -3.98164  0.358
O -0.53543 0.93442 0.43395  -0.522
O 2.02628 1.53568 -0.21515  -0.531
O -3.59211 3.58574 3.54107  -0.505
O -1.34832 3.05124 1.94110  -0.489
O 2.53723 1.07778 -3.97457  -0.549
O 1.72706 3.39989 -4.92103  -0.873
O 2.70399 -3.18164 2.93042  -0.547
O 4.02386 3.27982 -4.36787  -0.732
O -1.67735 -4.77500 -4.56808  -0.362
O 4.50413 1.23673 -1.65967  -0.347
O 2.63294 0.35895 2.23300  -0.527
O 0.25770 3.20784 -0.71385  -0.823
O 0.34957 0.86443 -1.75872  -1.437
O 3.70066 2.90995 2.95994  -0.454
O -2.98624 -1.07478 -0.32426  0.444
O 2.21569 2.88061 -2.51522  -0.161
O 1.27455 3.89006 2.22132  -0.272
N -1.01489 -1.58650 -2.74584  -0.043
N -0.47524 -1.76599 0.28682  -0.282
C -4.25123 -0.40983 -0.31160  -1.078
C 2.87092 3.56799 3.92656  -0.632
C -1.87091 -5.71051 -3.52556  -0.630
C -2.73114 -1.84361 0.87689  -0.906
C 2.78162 -1.03860 1.97136  0.216
C -1.54005 -2.73188 0.60971  0.623
C -1.74603 -2.86694 -3.02346  0.454
C -2.57057 3.54894 1.38259  0.118
C -3.25173 4.37691 2.41854  -0.691
C 1.40539 3.42770 3.56887  -0.230
C -1.26313 -3.57308 1.85123  -1.454
C -1.07384 -3.56466 -4.18921  -0.681
C 2.37463 -1.81573 3.18913  -0.587
C -3.19260 -2.54359 -3.38752  -1.353
C 5.25651 0.80810 -0.50035  -0.531
H 0.48152 -2.11217 0.27978  0.335
H -1.22604 -2.89767 2.71161  0.300
H -2.31201 4.21941 0.55160  0.085
H -0.02550 -1.81914 -2.64684  0.194
H -1.01889 2.30726 1.41746  0.264
H -3.92697 4.18633 4.21340  0.307
H -3.75209 -2.21833 -2.51258  0.168
H 4.63675 0.84544 0.39099  0.140
H -0.34272 -4.14300 1.77451  0.405
H -3.12873 2.66951 1.05653  0.095
H -1.17973 -2.93425 -5.08169  0.426
H 3.03306 -1.50410 4.00640  0.460
H -1.74982 -3.53058 -2.16289  -0.323
H 3.18476 4.60716 3.95624  0.359
H -1.73347 -3.34420 -0.26658  -0.250
H 0.37322 3.74030 1.87666  0.354
H -0.44596 -1.12563 1.08416  0.121
H 1.12296 2.37488 3.60001  0.233
H -3.66466 -3.30141 -4.00256  0.451
H 5.12451 1.40250 -2.38521  0.308
H 2.30523 0.80350 1.44185  0.023
H -3.60821 -2.41286 1.19640  0.586
H -1.06052 -1.10694 -3.64791  0.317
H 3.36003 2.02227 2.76108  0.413
H 3.02109 3.05246 4.87809  0.307
H 2.75926 -3.64907 3.76841  0.325
H -3.18869 -1.62325 -3.99542  0.363
H -1.02147 -5.91905 -2.86713  0.289
H 0.84351 4.07891 4.23973  0.352
H 0.00797 -3.72953 -4.06551  0.429
H -2.19242 -6.63407 -4.00081  0.283
H -5.05974 -1.13813 -0.43370  0.280
H 2.14022 -1.26897 1.10811  -0.300
H 1.31923 -1.72535 3.45434  0.229
H -2.55670 -1.13255 1.69692  0.398
H -2.14184 -4.19444 2.02602  0.436
H -4.30994 0.26017 -1.16729  0.373
H -4.17566 4.76241 1.95729  0.349
H 5.67018 -0.18533 -0.67026  0.276
H -2.67633 5.24755 2.74389  0.381
H -2.71772 -5.40145 -2.89334  0.220
H 3.80390 -1.28357 1.67495  0.354
H -4.45190 0.13352 0.61458  0.326
H 6.10502 1.48594 -0.38927  0.337